Entry from the Open Molecules 2025 dataset: C3H13NSi2 as an isolated structure (the ωB97M-V functional and the def2-TZVPD basis).

The geometry in ORCA input format:
```
! RIJCOSX wB97M-V def2-TZVPD def2/J DEFGRID3
* xyz 0 1
C 1.329 1.921 -2.905
C -0.788 0.121 2.555
C -1.203 -2.162 0.228
N 1.033 0.216 -0.042
Si 0.311 0.945 -1.448
Si -0.034 -1.210 1.424
H 1.982 1.264 -3.463
H 0.760 2.665 -3.430
H 1.976 2.565 -2.386
H -0.197 0.643 3.257
H -1.154 0.953 1.913
H -1.572 -0.429 3.024
H -2.169 -1.659 -0.236
H -0.580 -2.507 -0.585
H -1.536 -3.150 0.690
H 1.854 0.777 0.363
H -0.497 2.135 -0.876
H -0.660 -0.105 -2.076
H 0.916 -2.071 1.978
*
```

Properties
E_HOMO, Eh: -0.3019
Orbital gap, eV: 8.9
Molar mass, g/mol: 119.32
Relative energy (zero: lowest compared OMol25 entry of this formula, charge and spin), kJ/mol: 196.47

Here are the natural (NBO) charges for atoms 1 to 2, given in e: -1.042 -1.109